ORCA calculation (ωB97M-V/def2-TZVPD) on a structure of composition C38H29F15Ge2I3N3O5STa.

```
97
Properties=species:S:1:pos:R:3:lowdin_charge:R:1
C -3.01199 0.55686 -1.78737 -0.141
I 4.89578 -3.61317 2.70893 1.009
I 6.62381 1.59493 4.83493 0.928
C 3.30078 -2.37594 -1.37009 -0.131
F -5.60990 -1.89225 -2.65751 0.154
C -5.02142 -0.89579 -2.02419 -0.154
F -1.72207 6.67288 0.00523 0.142
C -2.31994 3.82622 -2.11237 -0.210
N 2.13021 0.76376 1.77552 0.029
Ge -1.29927 1.16560 -2.46896 0.817
Ge -1.79298 -2.85554 0.95263 0.772
H -1.18575 -0.34272 5.22859 0.028
H -3.68332 -2.46233 2.69909 0.033
H 3.97129 -2.63533 -0.53721 0.129
N 1.70012 -1.91323 6.06342 0.172
H -0.77831 -0.67644 6.90832 0.063
H 2.57381 -1.86742 5.56682 0.109
F -1.11683 2.08712 -8.56346 0.168
C 4.04841 1.17604 3.17516 -0.208
C -2.38823 -2.84061 -0.91166 -0.195
C 4.60330 -1.60306 2.77313 -0.685
F 0.53598 5.24445 0.50394 0.114
H -1.01681 -5.11491 0.39843 0.021
C -0.65729 -1.02239 5.85307 -0.513
C -5.64864 -0.15392 -1.01853 -0.092
H 3.47023 -3.06262 -2.18428 0.141
C -2.57338 1.25656 -5.36080 -0.235
C -0.13437 1.90276 -6.44690 -0.118
C -0.36335 4.84212 -0.42417 -0.118
I -1.51913 -3.01062 5.95673 0.784
H -2.54999 -5.21095 1.24212 0.043
C -1.54890 5.51701 -0.64368 -0.106
O 2.61815 -1.66936 1.41659 -0.284
C -2.96095 -1.85847 2.16378 -0.178
H -2.49687 -1.25933 2.90489 -0.018
H -1.91433 -3.70594 -1.37299 0.025
H 1.13918 -4.26382 -1.31007 0.106
C -3.75659 -0.47400 -2.40043 -0.235
C -2.45611 1.58420 -6.69553 -0.126
C 3.24603 0.36922 2.41325 -0.211
C -1.54415 -4.74313 1.27750 -0.209
H -1.09326 -5.04946 2.16926 0.001
H -2.05860 -1.88371 -1.35866 -0.001
F -3.01180 2.06435 0.07335 0.125
F 0.90935 2.93940 -0.72021 0.029
H 6.36251 -1.13899 3.94754 0.079
O -1.74073 1.13675 2.66888 0.197
H -3.42758 -3.09845 -0.98819 0.030
C 3.64423 1.21760 -1.15978 -0.062
H 3.57605 1.81740 -0.26967 0.088
F -5.43437 1.38836 0.75245 0.113
C 3.49102 -0.98749 2.17816 -0.363
C 0.83849 -1.02069 5.49497 -0.624
H 1.33432 -3.19801 -2.71359 0.114
O 3.29454 -0.09455 -0.79439 -0.345
H 4.68237 1.11027 -1.50878 0.115
N -0.49075 0.27746 0.85178 -0.077
C 1.75211 2.00759 1.97574 -0.067
H 1.30670 -2.66112 6.56657 0.040
H 0.99226 2.49297 1.44819 0.083
H 4.68140 -0.96393 -2.20072 0.161
F 0.81560 1.79033 -4.31704 0.031
C -1.46991 1.31857 -4.47171 -0.089
F -3.54553 1.50954 -7.47883 0.129
C 0.05317 -2.29345 1.10521 -0.416
F -6.86140 -0.51978 -0.57873 0.142
C -0.27318 1.64980 -5.09527 -0.245
H 3.02304 -0.68924 -2.67596 0.083
C -2.50893 5.06879 -1.55822 -0.146
F -3.77990 1.01336 -4.95491 0.147
F -3.22181 3.33753 -2.95750 0.117
H 0.00267 -2.91235 -1.48046 0.039
C -4.89620 0.81093 -0.34720 -0.120
C 5.23669 0.56402 3.60208 -0.621
H 0.09470 -1.96517 2.16257 0.032
H 1.93002 3.70236 3.31161 0.114
S 0.51918 -0.07628 -1.99917 0.400
C -1.17599 3.00693 -1.81808 -0.121
F 1.12420 1.99871 -6.93913 0.111
O 1.94777 -2.42044 -0.90609 -0.417
H 2.99212 1.58918 -1.95837 0.087
Ta 1.20296 -0.71391 0.27139 1.666
C 5.44950 -0.76158 3.50020 -0.240
C -0.23683 3.60620 -1.02798 -0.218
H -3.48923 -1.16167 1.58069 -0.012
O 1.22907 -0.13252 4.75592 0.036
C -1.13203 0.76323 1.78135 -0.461
F -3.58048 5.80465 -1.74548 0.163
C 2.38866 2.81749 2.96527 0.002
H 3.90513 2.97554 4.44055 0.117
F -3.12425 -1.12378 -3.41644 0.069
C 3.52195 2.42870 3.55572 0.003
H 0.62797 -3.19010 1.18571 0.012
C -3.59312 1.14215 -0.65888 -0.252
C 1.04792 -3.24980 -1.65265 -0.066
C -1.24451 1.90327 -7.26798 -0.139
C 3.62652 -0.98342 -1.85690 -0.194
```

## Properties
Charge: +1
Orbital gap in eV: 6.91
Energy in eV: -245060.9908
M in g/mol: 1631.6
Energy relative to the best compared isomer or geometry (same formula, charge and spin) in kJ/mol: 95.0

ORCA calculation (ωB97M-V/def2-TZVPD) on a cluster of 3 separate species, C38H30NO6 in total.

```
75
Properties=species:S:1:pos:R:3:lowdin_charge:R:1
H -8.43554 0.01321 -0.85299 0.111
C 0.17578 1.09878 -1.91190 0.066
H 1.57338 3.59768 -1.62020 0.123
H 10.62931 0.30481 1.21499 0.110
C -4.62270 2.94106 -1.51027 -0.252
H -6.67683 -0.04270 0.90004 0.108
C -5.92887 -7.69298 -2.85517 -0.051
H -8.80888 -1.96016 -2.30176 0.125
H -4.70715 1.13515 -3.06849 0.144
C -5.35535 -4.33418 -0.27738 -0.282
C -6.83264 -0.90642 0.25736 -0.074
H 9.97766 1.10966 5.38690 0.125
C 10.44778 0.67737 3.33068 -0.050
C -2.09141 2.45444 -3.74806 0.044
C 2.02179 2.14417 -3.39410 -0.140
C -6.58846 -5.48353 -2.11253 -0.087
N 0.51450 1.95272 -3.12431 -0.121
C -5.55216 -5.48592 -1.18007 -0.090
C 4.20193 2.57171 3.28949 -0.002
C -4.87964 -7.68790 -1.93650 -0.053
C -7.23707 -3.13185 -1.38381 -0.084
H 2.14827 2.66391 -4.46018 0.143
H 4.02206 3.00516 -0.39788 0.089
H 2.30037 3.16512 4.11277 0.105
C -4.69229 -6.58879 -1.09557 0.007
C -6.23084 -3.15283 -0.41882 -0.088
H 3.14227 4.03495 -2.62605 0.119
C -2.54491 1.57120 -2.41098 -0.077
H 8.30058 0.97972 0.71092 0.119
C 5.97798 2.18512 4.88798 -0.081
H 2.57504 1.79125 -0.25111 0.075
O -5.88558 3.37735 -1.39480 0.022
H 11.47413 0.39068 3.54912 0.112
C -8.03054 -1.98897 -1.54100 0.010
C 7.81378 1.42574 2.77251 -0.089
C -1.39184 0.85173 -1.47731 0.075
C 2.53722 3.14651 -2.15836 -0.210
O 6.03960 1.87600 1.30187 0.072
H 5.43899 2.46910 6.96642 0.125
H 1.02139 0.59711 -1.25565 0.140
H -3.87260 -6.59415 -0.37885 0.122
C 5.09837 2.49797 5.93262 0.014
H -0.19341 3.27485 -4.99805 0.153
C 5.52636 2.20990 3.56933 -0.086
C 3.32938 2.88833 4.33172 -0.061
H 3.84576 2.60349 2.26113 0.100
H 3.91990 1.37325 -1.50611 0.093
H 2.54661 1.08285 -3.34692 0.143
C 6.43154 1.84207 2.46266 -0.277
C 7.37942 1.83382 5.19231 -0.275
O -3.53384 3.85339 -1.05104 -0.027
C 8.66136 1.01203 1.73765 0.004
O 7.78858 1.85594 6.34657 0.107
C 9.60317 1.08270 4.36511 0.013
H -1.62635 0.18677 -0.54095 0.123
O -4.47353 -4.35480 0.57243 0.093
H -7.59755 -6.60239 -3.66836 0.124
C -4.17590 1.45118 -2.07428 -0.047
H -2.95670 2.91971 -4.40471 0.129
C 3.34361 2.27779 -1.02335 -0.136
H -5.26100 -2.05587 1.17642 0.119
C -6.78356 -6.59333 -2.94536 0.011
H -4.36132 0.58912 -1.28396 0.137
C -7.47578 -4.31062 -2.24023 -0.277
H -6.07947 -8.55204 -3.50536 0.111
C 9.97479 0.63286 2.01945 -0.054
C 8.27929 1.44673 4.08666 -0.084
H -4.20760 -8.54100 -1.87280 0.110
C -7.82284 -0.87628 -0.72427 -0.057
C -0.48625 2.61038 -4.05410 0.061
H 3.09206 3.08179 6.46555 0.111
O -8.39532 -4.31236 -3.05056 0.104
C 3.77477 2.84432 5.65254 -0.052
H -3.09739 4.30811 -1.83041 0.116
C -6.03565 -2.04162 0.41173 -0.006
```

## Properties
Charge: +1
Orbital gap in eV: 6.27
Energy in eV: -53652.3805
M in g/mol: 596.7

ORCA calculation (ωB97M-V/def2-TZVPD) on a structure of composition C38H31Cl3N6RuSSi.

```
81
Properties=species:S:1:pos:R:3:lowdin_charge:R:1
C -0.98232 0.96832 -2.87525 -0.035
H 2.71669 1.84697 -2.02744 0.134
H -2.34166 6.38811 2.72028 0.097
H 1.96795 -4.42938 -3.24777 0.096
H -0.98419 4.70094 -0.66085 0.107
H 3.23779 -5.71134 1.79899 0.094
C -3.18655 3.16415 0.78504 -0.036
S -0.82474 -1.00663 3.48110 0.628
C -2.86571 -2.60926 0.47560 -0.036
C 1.86814 -1.29255 -1.91637 -0.208
H 1.63613 -0.39137 -4.53307 0.112
C 1.48913 -2.43211 -2.65318 -0.057
C -3.54565 -3.69505 1.00132 -0.095
H 0.89068 -5.51144 1.08751 0.105
H 3.29843 -1.54843 2.69739 0.028
C 3.84964 -2.49818 -1.20611 -0.086
H 0.55240 -2.42681 -3.19658 0.112
C -1.46244 0.61232 3.58634 -0.874
C -1.86699 3.42443 1.13892 -0.227
C 1.86324 3.79752 -2.24387 -0.074
C -1.31978 1.09930 -5.26050 -0.113
H -1.97335 0.31630 5.51624 0.053
H 0.59616 5.56580 -2.30573 0.098
Cl 4.29507 1.08772 1.41937 0.123
N -0.82453 -1.35004 0.11165 0.049
Cl 3.09341 0.84559 4.43603 0.127
Cl 2.02349 3.16055 2.43175 0.175
H -4.68989 5.90755 2.09029 0.091
C -1.48980 -2.49680 0.61551 -0.283
C 0.74154 4.58330 -1.87422 -0.078
C -3.90048 5.21515 1.82231 -0.108
N -1.37329 1.56312 2.72669 -0.020
C 0.01204 2.81846 -0.34103 -0.182
H 4.41407 -3.70524 2.69605 0.099
H -4.61968 -3.76811 0.88472 0.097
C -2.58355 5.48216 2.17491 -0.087
C 0.67263 0.07332 -4.36757 -0.046
C -1.46361 -4.55473 1.81767 -0.041
H -2.69465 1.85807 -3.79636 0.098
C 1.05806 -0.08429 -1.88501 -0.272
C 1.93234 2.53793 -1.75454 -0.056
N -2.18797 0.90097 4.72825 0.038
N 0.99399 2.01728 -0.91596 -0.061
C 3.48107 -3.59996 -1.96844 -0.105
C 3.05217 -1.36708 -1.16362 -0.046
H -1.35329 1.16266 -1.87570 0.093
H -1.45434 -0.69035 -0.32038 0.087
C 2.74801 -2.40602 2.33025 -0.144
C -0.78903 2.44622 0.75595 -0.249
C -1.74870 1.35417 -3.96418 -0.092
Ru 0.70265 -0.33509 1.52478 0.957
C -2.83772 -4.67444 1.67928 -0.094
C -4.19843 4.05103 1.12433 -0.091
H 3.34819 -0.51509 -0.56438 0.044
C -0.10028 0.45482 -5.44987 -0.100
H 0.25421 0.25572 -6.45504 0.095
H 4.76857 -2.52016 -0.63083 0.104
N 0.99671 0.63371 -0.70689 -0.020
C 1.43590 -2.24038 1.86380 -0.282
H 2.62709 4.16147 -2.91553 0.095
C 2.73386 -4.75361 1.85533 -0.099
H -3.35464 -5.52218 2.11258 0.095
H 4.10623 -4.48437 -1.99088 0.093
H -0.10038 -1.60133 -0.55652 0.072
H -1.92276 1.39857 -6.10980 0.090
H -0.92276 -5.29425 2.39446 0.110
C 0.25143 0.30827 -3.04296 -0.177
H -3.40642 -1.82541 -0.04487 0.110
C 2.28580 -3.56230 -2.67916 -0.097
N -0.64681 1.37546 1.56988 -0.113
C 3.39258 -3.63381 2.33701 -0.102
H -5.22355 3.83029 0.84929 0.095
H -3.42284 2.25234 0.24677 0.113
C 1.41297 -4.63589 1.45471 -0.062
C -0.13949 4.10151 -0.95894 -0.016
H -2.28376 1.88554 4.92387 0.082
C -1.57416 4.59194 1.83510 -0.048
Si 2.42849 1.07870 2.44796 -0.621
C -0.75139 -3.47772 1.28479 -0.167
C 0.72852 -3.41349 1.50434 -0.200
H -0.54588 4.78690 2.12096 0.101
```

## Properties
Multiplicity: 6
Charge: -1
Orbital gap (spin up / spin down) in eV: 5.59 / 6.70
Energy in eV: -107715.9732
M in g/mol: 839.3
Energy relative to the best compared isomer or geometry (same formula, charge and spin) in kJ/mol: 37.5

ORCA calculation (ωB97M-V/def2-TZVPD) on the molecule C38H31N5O4.

```
78
Properties=species:S:1:pos:R:3:lowdin_charge:R:1
H 6.11756 0.08470 -1.62423 0.130
C 5.94680 -1.33755 2.23847 -0.122
O -3.90632 0.08503 -0.07530 0.024
C 5.11171 -2.58926 2.48749 -0.126
C -1.33401 -0.54613 2.37398 0.038
C 3.69743 2.15256 -0.38547 -0.015
H 3.50719 2.77779 0.48408 0.111
C 5.36857 -0.67628 0.98003 -0.144
N -1.67330 2.20935 -0.13757 0.141
C -0.62011 -1.72782 -0.76442 -0.024
O -0.57476 3.02173 -0.10069 -0.007
H 3.22691 0.50996 2.15155 0.073
H 2.56294 1.58970 -3.55255 0.115
C 4.76748 1.25216 -0.38104 -0.225
C 0.73601 -1.42189 -0.84609 -0.154
C 0.58365 -1.50347 -3.25844 -0.072
H 5.55721 -3.46537 2.00114 0.119
H 10.76392 2.11853 -0.07189 0.105
H 3.10973 -0.17683 -0.69001 0.100
C 7.36907 2.22045 -0.32622 -0.028
C 2.94704 -0.77866 0.19986 0.070
C 0.72248 -1.06178 3.63750 -0.215
C 5.07801 1.55771 2.16985 -0.160
C -1.40938 -1.75797 -1.91768 -0.040
C 3.20460 1.51661 -2.67255 -0.076
H 2.44801 -1.44253 -2.16886 0.100
H 1.48433 -2.07855 1.04568 0.149
C 8.70715 2.50815 -0.60435 -0.063
H -1.41973 -1.66107 -4.06951 0.107
H 7.78128 0.19908 2.36624 0.103
H -1.94952 -1.04499 3.12797 0.136
H 3.00989 -2.03783 2.64496 0.112
H 5.88859 -0.65450 3.09720 0.127
H 5.00722 -2.81357 3.55225 0.126
H 3.34585 -3.19890 1.33190 0.146
H 3.95244 2.87676 5.67250 0.108
C 1.51656 -1.14196 0.46559 -0.160
N 0.54959 2.33019 0.55662 -0.152
C 4.25297 2.52990 4.68284 -0.067
H 1.07383 -1.44812 -4.22850 0.103
N 3.96385 -1.19962 0.93435 0.043
C 0.13176 1.02256 0.62900 -0.069
C 4.38064 0.76072 -2.72789 -0.067
H 6.99634 -1.59311 2.06967 0.116
C 0.91649 -0.06783 1.31516 -0.156
H -2.48815 -1.87930 -1.81781 0.115
C 5.41492 3.02123 4.07983 -0.060
N 1.28662 -1.41945 4.60363 0.135
C -0.80342 -1.63236 -3.17025 -0.073
C 1.36174 -1.46040 -2.09069 -0.043
C 5.17634 0.64640 -1.58718 -0.056
H 1.72113 0.50935 1.81566 0.115
H 5.87717 -1.13152 0.10942 0.164
H 2.01900 2.89965 -1.52172 0.112
H 8.94391 3.20211 -1.41256 0.109
C -1.24862 1.04920 0.50386 -0.168
C 3.87029 1.16242 2.74024 -0.048
C 7.02442 1.25549 0.63586 -0.175
H -1.05350 -1.97268 0.20626 0.124
H 6.59571 2.75099 -0.88954 0.126
N -3.31741 -0.33706 0.93951 -0.352
C 0.03703 -0.58106 2.48094 -0.180
C 3.74322 -2.32464 1.87072 -0.091
H 6.02354 3.77225 4.58542 0.107
H 2.55211 1.18626 4.43827 0.102
O -3.82667 -1.20346 1.69696 -0.015
H 6.71232 2.98105 2.35987 0.120
C 2.88027 2.23206 -1.52228 -0.050
H 4.69986 0.27789 -3.65579 0.114
C 5.54887 0.87514 0.87217 -0.234
C 8.03445 0.77497 1.47664 -0.041
C 9.71717 1.90792 0.15079 -0.082
H 10.14928 0.61642 1.84089 0.108
C 5.81464 2.55843 2.82009 -0.011
O 1.41924 3.00041 1.09631 0.022
C 3.46656 1.59641 4.00255 -0.040
C -1.99043 0.09729 1.27294 -0.149
C 9.37762 1.06035 1.20924 -0.064
```

## Properties
Charge: 0
Orbital gap in eV: 5.70
Energy in eV: -55539.2146
M in g/mol: 621.7
Energy relative to the best compared isomer or geometry (same formula, charge and spin) in kJ/mol: 130.4

Look up the charge of the third one. -1